Density functional theory data (ωB97M-V/def2-TZVPD) for a single C5H9Br molecule in a non-equilibrium geometry.

Structure (XYZ):
```
15
Properties=species:S:1:pos:R:3:mulliken_charge:R:1
C 0.94 -0.69 -0.89 -1.21
C -0.36 -1.01 -0.31 0.27
C -0.50 -0.92 1.27 -0.88
C -1.21 0.07 0.21 0.64
C -0.85 1.52 0.07 -1.54
Br -3.10 -0.08 -0.08 -0.18
H 1.16 -0.65 -2.02 0.27
H 1.60 -1.45 -0.53 0.32
H 1.20 0.24 -0.35 0.25
H -0.98 -1.77 -0.96 0.34
H -1.10 -1.74 1.66 0.30
H 0.32 -0.46 1.79 0.27
H -0.09 1.80 0.88 0.31
H -1.77 2.09 0.46 0.48
H -0.59 1.82 -0.86 0.37
```

Calculated values
energy above the lowest of the compared OMol25 structures with the same formula, charge and spin = 68.6 kJ/mol
HOMO energy = -0.3498 hartree
total energy = -2769.854681 a.u.
LUMO level = 1.00 eV
frontier orbital gap = 0.386 hartree